Formula: C44H55GaN2O4S2SbSi3
Source: the Open Molecules 2025 dataset
Level of theory: ωB97M-V with the def2-TZVPD basis set

Output
F_max (eV Å⁻¹): 4.494
Total energy (eV): -161907.524
HOMO (eV): -4.97
Orbital gap (eV): 6.93
Total charge: -1
Energy above the lowest of the compared OMol25 structures with the same formula, charge and spin (kcal per mole): 170.0
Multiplicity: 1

Geometry as XYZ:
```
112
Properties=species:S:1:pos:R:3:forces:R:3:lowdin_charge:R:1
Ga -7.9894 5.5242 17.8241 -0.70 -0.35 -1.50 0.061
S -8.6966 3.4974 18.5330 -0.78 -0.17 -0.26 0.723
C -7.1214 2.9016 18.0371 0.29 1.48 -1.44 -0.668
C -6.6607 1.7869 18.7733 1.88 -1.17 0.59 -0.286
N -6.1728 0.8522 19.2681 -0.94 1.07 -0.39 0.150
C -6.3614 3.5649 17.0507 -3.07 -1.83 1.25 -0.683
S -7.0162 4.5953 15.8149 -0.50 0.72 0.83 0.780
C -4.9802 3.6348 17.1948 4.27 -1.06 -0.93 -0.390
N -4.0425 2.7210 17.0543 0.21 3.19 1.78 0.212
C -3.9785 8.8884 15.3614 -1.23 2.42 -0.46 0.025
C -4.6533 9.2983 16.6465 -1.21 -0.44 1.02 -0.481
C -4.0894 10.6370 17.2374 -1.32 -0.78 0.57 0.021
O -6.1027 9.3897 16.4327 1.61 0.73 -0.67 -0.054
C -6.7840 8.5165 17.2579 -2.47 -0.23 1.34 -0.153
C -5.7518 7.4475 17.5774 2.42 -0.69 -1.29 -0.171
O -4.5009 8.2185 17.6176 -0.79 1.28 -1.28 -0.033
C -5.6925 6.6718 18.8884 -0.88 -0.80 0.98 -0.366
O -7.0099 6.2044 19.1331 1.27 -0.08 0.79 -0.140
C -5.4059 7.6631 20.0126 0.48 1.31 1.03 -0.099
C -4.1216 7.9592 20.5864 -1.47 -2.27 -2.93 -0.036
C -3.9988 8.8867 21.5546 0.91 1.03 1.80 -0.141
C -5.0487 9.6243 22.0754 -1.78 -0.13 -1.25 -0.085
C -6.3158 9.4026 21.4387 0.43 1.85 1.63 -0.082
C -6.5043 8.4457 20.4600 1.27 -1.23 0.97 -0.038
C -4.7345 5.4179 18.8888 -0.06 0.73 2.18 -0.076
C -4.5109 4.7531 20.0718 -1.16 1.57 -1.15 -0.015
C -3.6380 3.5960 20.1020 1.12 -0.03 -0.46 -0.088
C -2.7297 3.3068 19.1160 -2.67 1.38 0.82 -0.034
C -3.0150 3.8826 17.7411 -0.08 -3.34 -0.89 -0.154
C -4.1729 4.8785 17.6234 -1.21 0.41 -0.45 -0.147
C -8.2863 8.1543 16.6777 0.81 -0.50 -0.49 -0.353
O -8.8542 7.0407 17.3062 -0.08 0.38 -0.27 -0.165
C -9.2361 9.3049 16.9027 -1.60 -0.35 0.72 -0.137
C -10.6283 8.9577 17.0213 1.81 0.00 0.14 0.010
C -11.4694 9.9421 17.4394 -3.30 -1.50 0.27 -0.127
C -11.1428 11.2433 17.6635 1.24 1.22 1.49 -0.127
C -9.8059 11.5414 17.5971 1.65 0.76 -2.15 -0.076
C -8.8574 10.6259 17.0353 -1.28 0.28 1.29 -0.011
C -8.4160 8.0758 15.1696 1.03 -1.14 -1.76 -0.124
C -7.9790 9.1107 14.3482 -0.57 0.73 -1.41 -0.032
C -8.2833 9.1094 12.9728 0.75 0.51 -0.37 -0.085
C -8.9281 8.0373 12.3582 0.76 0.61 0.24 -0.107
C -9.2364 6.9514 13.1502 0.38 -0.04 0.21 -0.095
C -8.9754 6.9540 14.5017 -0.08 0.93 1.95 -0.046
H -4.4488 9.3997 14.4663 0.60 -0.69 1.01 0.122
H -3.9265 7.8529 15.2754 -0.28 -1.80 -0.39 0.064
H -3.0063 9.2503 15.5372 1.63 0.34 -0.52 0.063
H -4.1418 11.4755 16.5226 0.01 -0.50 0.19 0.089
H -3.0747 10.4686 17.5706 0.39 -0.03 -0.17 0.075
H -4.6574 10.8936 18.1654 0.21 -0.17 -0.81 0.097
H -7.0993 9.0404 18.1802 0.48 -0.22 -0.04 0.146
H -5.6522 6.7066 16.7196 -0.54 0.93 0.77 0.115
H -3.2588 7.3752 20.1959 -0.63 0.62 0.49 0.130
H -3.0209 9.0273 21.9842 0.31 0.07 0.14 0.094
H -4.9114 10.3245 22.9181 -0.16 -0.39 -0.72 0.098
H -7.1854 10.0597 21.7260 0.89 -0.98 -0.09 0.110
H -7.5113 8.0936 20.3319 -0.24 0.23 -0.94 0.118
H -4.9722 5.1369 21.0364 0.59 -0.61 -1.40 0.147
H -3.7150 3.0197 21.0149 0.56 -0.12 0.05 0.096
H -2.0236 2.5519 19.3582 0.62 -0.60 -0.58 0.082
H -2.1862 3.9101 17.0376 0.20 0.56 0.28 0.114
H -4.1305 5.7168 16.8617 0.44 -1.37 0.63 0.150
H -10.9961 7.9284 16.8587 0.51 0.79 0.26 0.133
H -12.5003 9.6289 17.7135 0.48 0.24 -0.60 0.098
H -11.7947 12.0086 18.0979 -0.14 -0.57 -0.32 0.101
H -9.4689 12.5701 17.7598 -0.08 -0.31 0.10 0.097
H -7.8489 10.9049 16.7774 0.19 0.23 0.44 0.104
H -7.4857 10.0233 14.6721 -0.10 -0.45 0.43 0.105
H -7.8942 9.9573 12.3431 -0.60 -0.87 0.73 0.109
H -9.0565 8.0298 11.2836 -0.19 -0.05 0.03 0.092
H -9.5707 6.0436 12.7227 -0.62 -0.71 -0.48 0.090
H -9.2735 6.1481 15.1748 0.06 -0.03 -0.57 0.084
C -18.1962 11.7566 20.2971 0.12 -1.62 -0.68 -0.258
Si -18.8053 10.2998 19.1577 0.90 0.94 -0.15 0.386
C -19.8869 11.0669 17.6332 -0.26 -1.90 2.15 -0.224
C -19.8212 9.0939 20.2743 0.31 -1.25 -0.40 -0.242
Sb -16.3887 9.5021 18.2916 -1.39 -0.64 0.46 0.754
Si -17.4263 7.1548 17.5807 0.20 1.09 -1.64 0.293
C -19.1149 7.5969 16.7742 0.41 -1.66 0.45 -0.225
C -16.3660 6.4758 16.0923 0.71 1.89 0.15 -0.246
C -17.6119 5.7651 18.7671 -0.70 -1.89 0.74 -0.262
Si -15.2606 9.2542 20.6711 0.83 -0.36 -2.52 0.301
C -14.5580 7.4697 20.6645 1.21 0.71 0.01 -0.236
C -13.9159 10.6380 20.5084 -0.77 0.13 1.10 -0.239
C -16.3117 9.3035 22.1390 -0.10 -0.92 0.91 -0.243
H -18.9336 12.5293 20.1795 -0.17 0.64 0.53 0.001
H -17.2332 12.0516 19.8812 -0.07 0.38 0.03 -0.008
H -18.0120 11.3845 21.3198 -0.45 0.46 -0.37 0.005
H -20.1026 12.1307 17.7951 -0.15 -0.41 -0.06 0.010
H -20.7948 10.3795 17.7313 0.73 1.33 -0.48 0.025
H -19.4119 10.8856 16.6815 0.14 0.06 -0.21 -0.007
H -20.7237 8.7274 19.7076 0.80 0.20 0.74 0.028
H -20.1086 9.4926 21.2532 -0.25 0.48 -0.39 0.015
H -19.2038 8.1948 20.6045 -0.64 0.89 -0.88 0.017
H -19.0825 7.1739 15.7828 0.32 0.60 -0.87 0.014
H -19.5317 8.5667 16.8243 0.03 1.19 -0.29 -0.038
H -19.9113 6.9664 17.1311 -0.39 -0.46 0.98 0.018
H -15.7812 7.3418 15.5980 -0.78 -1.27 0.90 0.042
H -16.9334 6.0407 15.2692 -0.17 -0.29 0.27 0.008
H -15.6374 5.7701 16.5018 0.01 -0.03 -0.31 0.010
H -18.2165 5.9383 19.6802 0.73 0.37 -0.21 0.021
H -16.6144 5.3189 19.0111 -0.85 0.38 0.05 0.035
H -18.2385 4.9343 18.3139 0.87 0.78 -0.05 0.050
H -15.1091 6.6614 21.1192 -0.68 0.10 0.38 0.017
H -13.6558 7.6068 21.2815 0.03 -0.32 0.04 0.024
H -14.1858 7.0367 19.7317 -0.09 0.49 -0.19 0.023
H -12.9538 10.2660 20.8893 -0.15 0.44 -0.09 0.029
H -14.2083 11.6238 20.9642 0.21 -1.11 0.37 0.040
H -13.8246 10.9768 19.4981 0.34 -0.45 -0.95 -0.038
H -15.7606 8.7062 22.9018 -0.43 0.51 -0.21 0.049
H -17.1840 8.6965 21.8373 0.00 0.54 0.49 0.027
H -16.5264 10.2969 22.5085 -0.37 0.00 0.15 0.019
```
Forces are in eV/Å.